Formula: H7N3P2
Source: the Open Molecules 2025 dataset
Level of theory: ωB97M-V/def2-TZVPD

Properties
frontier orbital gap	9.18	eV
M	111.02	g mol⁻¹
energy relative to the best compared isomer or geometry (same formula, charge and spin)	434.7	kJ/mol

Each line ends with the Mulliken charge.
Atoms and positions in Å:
N -0.0490 -0.0298 -0.1670  -0.582
N 0.4349 1.0583 -0.2005  0.328
N 1.2869 1.2966 -1.2532  -0.271
P 0.9970 -0.1602 -2.2001  0.019
P -1.6312 -1.0405 2.3334  -0.108
H 0.3223 1.8209 0.4971  0.211
H 1.5534 2.2197 -1.5790  0.255
H 1.8292 -0.9927 -1.4545  0.039
H 2.0738 0.2321 -3.0539  -0.007
H -2.4701 -1.1224 3.4430  0.045
H -1.6500 -2.4185 2.1667  0.035
H -2.6972 -0.8633 1.4681  0.035

---

Formula: H7N4OP
Source: the Open Molecules 2025 dataset
Level of theory: ωB97M-V/def2-TZVPD

Properties
SMILES	NNP(N)(N)=O
frontier orbital gap	10.69	eV
M	110.06	g mol⁻¹
energy relative to the best compared isomer or geometry (same formula, charge and spin)	0.0	kJ/mol

Each line ends with the Mulliken charge.
Atoms and positions in Å:
N 1.6215 -0.6675 0.0012  -0.571
N 0.7753 0.2145 0.8005  -0.348
P -0.8012 -0.3839 0.0564  0.963
N -1.9307 0.8119 0.6535  -0.686
N -0.5779 -0.1114 -1.5628  -0.528
O -1.0823 -1.8049 0.3874  -0.671
H 1.5002 -1.5953 0.3960  0.230
H 2.5884 -0.4828 -0.0818  0.198
H 0.9389 0.1369 1.8537  0.229
H -2.5956 0.4028 1.2902  0.284
H -1.4200 1.5311 1.1820  0.272
H 0.4095 -0.0969 -1.5624  0.373
H -0.9487 0.6631 -1.9208  0.255

---

Formula: H7O3
Source: the Open Molecules 2025 dataset
Level of theory: ωB97M-V/def2-TZVPD

Properties
frontier orbital gap	13.56	eV
M	55.05	g mol⁻¹
net charge	+1
energy relative to the best compared isomer or geometry (same formula, charge and spin)	11.9	kJ/mol

Each line ends with the Mulliken charge.
Atoms and positions in Å:
O 2.2914 0.1759 -0.3551  -0.651
H 3.1742 -0.1355 -0.1149  0.323
H 2.4647 0.9389 -0.9191  0.338
O -2.2630 0.3869 0.0799  -0.628
H -2.8450 0.0258 -0.5934  0.353
H -2.8177 0.7752 0.7656  0.349
O -0.0077 -0.5489 0.4294  -0.426
H -0.9648 -0.1442 0.2792  0.480
H 0.1211 -1.4448 0.1028  0.392
H 0.8468 -0.0293 0.3256  0.469

---

Formula: H7O3
Source: the Open Molecules 2025 dataset
Level of theory: ωB97M-V/def2-TZVPD

Properties
frontier orbital gap	13.37	eV
M	55.05	g mol⁻¹
net charge	+1
energy relative to the best compared isomer or geometry (same formula, charge and spin)	110.1	kJ/mol

Each line ends with the Mulliken charge.
Atoms and positions in Å:
O -1.5163 0.0031 -1.3281  -0.610
H -2.4373 0.1467 -1.5860  0.342
H -1.1253 0.5320 -1.9621  0.314
O 1.2905 0.9316 1.2826  -0.681
H 1.0564 1.9091 0.9775  0.365
H 1.2850 1.0725 2.1853  0.336
O 0.2698 -1.2829 0.1512  -0.490
H 0.8507 -0.5086 0.6351  0.477
H -0.5724 -0.7616 -0.3344  0.508
H 0.8990 -2.0418 -0.0211  0.440

---

no.,LUMO (eV)
1,0.9
2,0.9
3,-3.5
4,-3.8